A 8-piece molecular cluster, C16H50N15O9 overall, computed with wB97M-V/def2-TZVPD.

```
90
Properties=species:S:1:pos:R:3:lowdin_charge:R:1
C -2.26269 2.05264 -1.79800 -0.110
C -3.26857 1.15749 -1.04474 -0.255
C -3.75071 -0.05529 -1.85527 -0.204
C -2.94038 -1.34534 -1.68276 -0.197
C -2.67635 -1.81443 -0.23529 -0.188
C -1.21326 -2.21152 -0.04342 -0.189
C -0.25105 -1.00052 0.00322 -0.152
C 0.83123 -1.18701 -1.04759 -0.159
N 1.94582 -0.18997 -0.91091 0.104
C 2.89256 -0.24565 -2.09166 -0.146
O 2.43890 0.60013 -3.07638 -0.075
O 2.89973 1.95039 -2.89326 0.006
H -2.75098 2.94637 -2.18931 0.070
H -1.49037 2.42500 -1.11576 0.060
H -1.77077 1.53187 -2.62625 0.060
H -4.14002 1.76167 -0.78908 0.096
H -2.83747 0.87459 -0.08221 0.077
H -3.67937 0.22171 -2.91485 0.107
H -4.81365 -0.23882 -1.67700 0.112
H -1.98438 -1.24703 -2.21826 0.094
H -3.47657 -2.15152 -2.19477 0.110
H -2.97660 -1.06565 0.49983 0.109
H -3.28244 -2.70174 -0.02965 0.114
H -0.93170 -2.83964 -0.90007 0.090
H -1.07030 -2.83320 0.84275 0.106
H 0.22031 -0.95850 0.99058 0.116
H -0.79414 -0.06816 -0.18309 0.106
H 0.41164 -1.11671 -2.05499 0.137
H 1.30466 -2.16569 -0.94161 0.107
H 2.44349 -0.42590 -0.04646 0.179
H 1.56020 0.75378 -0.81939 0.185
H 2.83880 -1.26005 -2.48837 0.160
H 3.92170 -0.04352 -1.77800 0.154
H 3.58223 1.94420 -2.20234 0.107
C -3.12915 4.30391 1.59432 -0.680
O -3.90804 3.45039 1.20744 0.024
N -2.64324 5.28012 0.77354 0.161
N -2.68825 4.35437 2.89120 0.144
H -2.02510 6.00596 1.08092 0.091
H -2.95740 5.28444 -0.17927 0.105
H -3.05044 3.66594 3.52330 0.099
H -2.06987 5.06172 3.23858 0.088
C 1.67546 -4.08446 1.21010 -0.675
O 2.19905 -2.98594 0.97793 -0.039
N 1.83008 -5.15542 0.39143 0.174
N 0.90722 -4.27847 2.30617 0.186
H 1.41943 -6.06245 0.56674 0.089
H 2.41216 -5.04589 -0.41822 0.114
H 0.76040 -3.49212 2.92878 0.075
H 0.46583 -5.15329 2.52903 0.123
C -0.44008 4.19136 -4.19024 -0.666
O -0.58097 4.86828 -3.18118 0.003
N 0.57611 3.28302 -4.29574 0.162
N -1.26887 4.29940 -5.26191 0.169
H 0.74869 2.72146 -5.10773 0.098
H 1.17419 3.19002 -3.49764 0.064
H -2.00997 4.97386 -5.20292 0.114
H -1.16385 3.76087 -6.10033 0.098
C 0.78105 -0.89534 4.80974 -0.673
O 0.15535 -1.87246 4.42464 0.016
N 2.08695 -0.69272 4.45776 0.155
N 0.22555 0.05243 5.61373 0.161
H 2.63742 0.08957 4.75599 0.094
H 2.50399 -1.40379 3.88645 0.071
H -0.72662 -0.08779 5.89725 0.110
H 0.72513 0.85013 5.95713 0.097
C -0.24213 8.63165 -1.74206 -0.690
O -1.25090 8.92475 -2.35558 0.027
N 0.29267 7.37335 -1.76383 0.150
N 0.43393 9.54700 -0.97376 0.139
H 1.12071 7.12244 -1.26026 0.084
H -0.16807 6.67722 -2.32957 0.051
H 0.06353 10.47808 -0.94167 0.100
H 1.27281 9.33707 -0.46890 0.084
C -0.45021 -6.92172 -1.59521 -0.670
O 0.06730 -7.43546 -0.61229 0.013
N -1.02932 -7.64755 -2.58708 0.164
N -0.46093 -5.56002 -1.74341 0.150
H -1.45995 -7.23851 -3.39403 0.099
H -1.02630 -8.64612 -2.48744 0.112
H -0.03836 -5.05995 -0.98195 0.054
H -0.85774 -5.06630 -2.51987 0.093
C 3.96858 -4.69906 5.36584 -0.680
O 3.19805 -5.58922 5.66457 0.038
N 3.72614 -3.85742 4.30745 0.151
N 5.12959 -4.46539 6.04902 0.149
H 4.34579 -3.12107 4.03022 0.085
H 2.87768 -4.01005 3.79310 0.061
H 5.33124 -5.06825 6.82475 0.106
H 5.77806 -3.73969 5.81299 0.089
```

Output
Net charge = +1
Highest occupied orbital energy = -11.2 eV
Kohn-Sham gap = 0.2983 hartree
Energy = -2138.1041 a.u.
M = 596.67 g/mol


A 12-piece molecular cluster, C16H51BrNO11P overall at a distorted geometry, computed with wB97M-V/def2-TZVPD.

```
81
Properties=species:S:1:pos:R:3:lowdin_charge:R:1
Br 4.08974 -0.72757 0.02176 0.224
P 1.74583 -0.62366 -0.11792 0.515
C -0.14598 -0.60474 -0.05317 -0.407
C -0.88456 0.43420 0.68586 -0.088
C -2.33153 0.32818 0.70629 -0.141
N -3.09822 -0.62731 0.12132 0.048
C -2.39147 -1.54359 -0.58343 -0.150
C -0.94994 -1.62732 -0.73656 -0.057
H 1.84014 0.75125 -0.44675 -0.002
H 1.74538 -1.70742 -1.03447 -0.002
H 1.74413 -0.93823 1.27761 -0.001
H -0.35128 1.26176 1.20289 0.103
H -2.87743 1.11940 1.28316 0.094
H -2.98648 -2.33486 -1.10678 0.103
H -0.48688 -2.44926 -1.35324 0.080
C 6.51105 -4.33498 -0.42820 -0.169
O 5.63208 -3.60293 -1.26982 -0.165
H 6.90183 -5.18386 -0.98720 0.075
H 7.34231 -3.69848 -0.11286 0.075
H 5.97009 -4.70030 0.44924 0.074
H 5.29778 -2.85659 -0.75560 -0.063
C -2.72208 3.49096 3.00458 -0.139
O -4.02034 2.96591 2.72016 -0.137
H -2.16276 3.57053 2.07334 0.082
H -2.81526 4.48131 3.45493 0.069
H -2.19659 2.82005 3.68637 0.058
H -4.49440 2.90434 3.55711 0.073
C -1.41460 2.62660 -3.00453 -0.151
O -0.32666 2.37570 -2.11990 -0.144
H -1.12232 3.40580 -3.70663 0.080
H -1.65763 1.71615 -3.55510 0.059
H -2.28508 2.96162 -2.43366 0.077
H -0.61067 1.68342 -1.51014 0.026
C -0.44871 0.40660 -6.65443 -0.148
O -0.58417 0.22725 -5.24759 -0.140
H -1.43346 0.59395 -7.08003 0.080
H 0.20049 1.26168 -6.85682 0.084
H -0.02640 -0.49360 -7.10443 0.060
H 0.29744 0.06421 -4.89505 0.077
C 4.40892 2.28119 2.75428 -0.163
O 5.50963 2.04026 1.88974 -0.153
H 4.43102 3.32341 3.06755 0.083
H 3.47237 2.08178 2.22501 0.064
H 4.48317 1.63672 3.63505 0.066
H 5.46724 1.11263 1.62700 -0.010
C -0.75961 -3.97295 -4.21689 -0.146
O -0.76094 -4.23346 -2.81656 -0.148
H 0.22644 -3.61071 -4.50260 0.078
H -0.97947 -4.89163 -4.76610 0.076
H -1.50634 -3.21138 -4.45497 0.078
H -1.64185 -4.55226 -2.58730 0.077
C -2.27131 1.25527 6.20677 -0.159
O -1.21625 2.11790 5.79818 -0.139
H -2.54777 0.62120 5.36553 0.078
H -1.93936 0.62743 7.03706 0.076
H -3.13884 1.84626 6.51337 0.076
H -0.98856 2.66816 6.55570 0.080
C -5.78444 6.46063 4.51349 -0.156
O -4.67402 6.19512 3.66633 -0.132
H -5.74553 7.50395 4.82144 0.078
H -6.71717 6.27894 3.97332 0.077
H -5.73927 5.82160 5.39987 0.074
H -4.72909 5.26762 3.40592 0.038
C 6.52867 0.22714 6.11014 -0.166
O 7.11939 1.34944 5.46955 -0.128
H 6.73471 0.28744 7.17745 0.077
H 5.44653 0.23322 5.95120 0.068
H 6.95593 -0.69734 5.71248 0.076
H 6.92472 1.27537 4.52763 0.061
C -2.79843 -5.43283 1.27112 -0.159
O -3.65427 -4.69612 0.40617 -0.142
H -2.39695 -6.28291 0.72215 0.077
H -1.97373 -4.79898 1.60765 0.074
H -3.36300 -5.79529 2.13387 0.075
H -3.99699 -3.95032 0.91193 0.071
C -0.82448 -1.72490 -9.60026 -0.162
O 0.35440 -0.92804 -9.61404 -0.135
H -1.54854 -1.26380 -8.93109 0.067
H -1.24827 -1.78077 -10.60603 0.077
H -0.59082 -2.73043 -9.24046 0.079
H 0.97874 -1.35471 -10.21092 0.077
```

Output
Highest occupied orbital energy = -9.7 eV
Kohn-Sham gap = 0.3608 hartree
Energy = -4437.6990 a.u.
SMILES = Br[PH3]c1ccncc1.CO.CO.CO.CO.CO.CO.CO.CO.CO.CO.CO
M = 544.46 g/mol


A 12-piece molecular cluster, C16H53FN2O13S overall at a distorted geometry, computed with wB97M-V/def2-TZVPD.

```
86
Properties=species:S:1:pos:R:3:lowdin_charge:R:1
C 4.22452 -2.36204 -0.21531 0.155
C 3.38145 -1.59057 -0.51443 -0.205
N 2.43595 -0.72783 -1.01522 -0.133
C 1.67529 -1.46222 -2.12301 -0.148
C 0.39532 -1.99827 -1.48101 -0.147
C -0.51049 -0.79483 -1.07728 -0.228
N -1.93497 -1.02279 -1.40443 0.015
S 3.20671 0.61551 -1.62226 0.604
O 3.94620 1.19072 -0.56836 -0.231
O 2.27558 1.50981 -2.18440 -0.218
F 4.26149 0.16774 -2.67613 -0.093
H 4.81941 -3.21820 -0.13900 0.043
H 1.48571 -0.81663 -2.97258 0.119
H 2.29003 -2.31895 -2.37413 0.111
H 0.67192 -2.55712 -0.59554 0.082
H -0.08817 -2.63485 -2.21750 0.114
H -0.42004 -0.64585 -0.00599 0.090
H -0.12132 0.07334 -1.59911 0.096
H -2.02523 -2.00175 -1.62780 0.061
H -2.15751 -0.45961 -2.21326 0.076
C -5.01799 0.69869 0.59915 -0.166
O -3.94504 1.10873 -0.24033 -0.140
H -5.68988 1.54295 0.72940 0.067
H -5.56816 -0.12811 0.14052 0.079
H -4.64232 0.39064 1.57834 0.061
H -3.35637 0.35124 -0.34799 0.020
C 0.43878 3.18848 -4.82869 -0.159
O 0.11509 2.19005 -3.87189 -0.140
H -0.48520 3.53073 -5.28908 0.075
H 0.93083 4.03687 -4.34419 0.077
H 1.09329 2.78063 -5.60561 0.074
H 0.94058 1.89508 -3.47016 0.008
C 6.01237 -2.11524 3.02520 -0.135
O 6.28149 -2.49000 1.67486 -0.155
H 5.08177 -2.58853 3.32746 0.078
H 6.81629 -2.45314 3.68377 0.076
H 5.90362 -1.03153 3.10598 0.072
H 7.10380 -2.06616 1.41636 0.079
C -8.78890 1.28653 2.08346 -0.158
O -7.66272 0.60255 2.62235 -0.130
H -8.55842 1.57251 1.05958 0.075
H -9.66125 0.63067 2.08783 0.059
H -9.00050 2.18623 2.66799 0.078
H -7.88377 0.35752 3.52453 0.069
C 4.89238 4.54779 -2.19866 -0.150
O 3.87703 4.17772 -1.27555 -0.130
H 4.86957 5.62897 -2.32388 0.067
H 5.87473 4.25217 -1.81888 0.081
H 4.71314 4.07126 -3.16754 0.078
H 3.91802 3.21929 -1.18001 0.014
C -2.24902 -1.70151 2.39025 -0.150
O -2.54684 -2.70889 1.42725 -0.132
H -1.59632 -0.96920 1.92260 0.066
H -3.16412 -1.20347 2.71932 0.068
H -1.73846 -2.13559 3.25487 0.074
H -3.12488 -3.34883 1.84887 0.070
C 2.13249 -5.03513 0.71892 -0.144
O 1.39352 -3.85471 1.00831 -0.133
H 2.31120 -5.04890 -0.35544 0.050
H 3.09142 -5.02712 1.24652 0.077
H 1.56248 -5.92350 1.00563 0.081
H 1.23266 -3.82888 1.95474 0.082
C 4.36153 2.24796 2.99189 -0.160
O 3.18544 1.45831 3.13878 -0.127
H 4.70998 2.52548 3.98392 0.076
H 5.14022 1.67246 2.48352 0.066
H 4.14230 3.15319 2.42074 0.078
H 2.89020 1.22171 2.25516 0.059
C 1.30556 -6.30844 -3.01209 -0.143
O 2.21549 -5.27139 -2.64926 -0.149
H 0.38491 -5.84430 -3.35491 0.079
H 1.72115 -6.91709 -3.81840 0.077
H 1.08612 -6.94369 -2.14983 0.077
H 3.02596 -5.69153 -2.35056 0.070
C -11.81182 -1.40063 3.64832 -0.153
O -10.91966 -0.41561 4.16448 -0.135
H -11.22414 -2.13688 3.10655 0.079
H -12.34555 -1.89782 4.46200 0.075
H -12.53175 -0.94431 2.96422 0.076
H -11.44771 0.22967 4.64047 0.075
C 3.80684 8.89772 -1.24329 -0.168
O 3.46997 7.95755 -0.23158 -0.122
H 3.65234 9.89640 -0.84262 0.075
H 4.85546 8.78868 -1.53609 0.072
H 3.16871 8.76229 -2.12124 0.075
H 3.60565 7.07396 -0.58672 0.055
```

Output
Highest occupied orbital energy = -9.1 eV
Kohn-Sham gap = 0.3476 hartree
Energy = -2226.7697 a.u.
SMILES = C#CN(CCCN)S(=O)(=O)F.CO.CO.CO.CO.CO.CO.CO.CO.CO.CO.CO
M = 532.67 g/mol


Question: Number 3 is which compound?
Answer: C16H53FN2O13S


Question: The lowest highest occupied orbital energy belongs to which entry?
Answer: C16H50N15O9


Question: Which of these has the lowest M?
Answer: C16H53FN2O13S